Entry 1:
Formula: C10H16
Source: OMol25
Level of theory: ωB97M-V/def2-TZVPD

Calculated values
HOMO-LUMO gap (spin up / spin down) = 2.8 / 8.6 eV
Energy relative to the best compared isomer or geometry (same formula, charge and spin) = 0.953 eV
DFT total energy = -10627.3582 eV
LUMO energy (spin up / spin down) = 3.90 / 3.75 eV
Expectation value of S² = 0.7536
Highest occupied orbital energy (spin up / spin down) = 1.14 / -4.83 eV
Total charge = -1
2S+1 = 2

Structure (XYZ):
```
26
Properties=species:S:1:pos:R:3:forces:R:3
H 2.3610 0.2252 -0.1756 -0.65 -0.33 0.23
H 1.1195 2.6532 -0.4489 -0.13 -0.43 0.29
C 2.4544 0.2128 -2.2288 -0.23 -0.51 -3.20
H 2.7389 -0.6339 -2.8776 0.36 -0.69 0.96
H 0.2480 -0.4951 2.7152 -0.37 -0.03 -0.32
C 0.3777 0.6504 -0.9109 -0.29 -0.29 0.48
H 1.8317 0.6277 -3.0872 0.46 0.64 1.49
H 1.4181 -1.1683 -0.8367 0.43 0.21 -0.21
C -2.1647 1.8362 -0.6047 0.36 0.71 -0.18
H -0.6073 -1.0764 -1.5320 -0.63 0.43 0.07
C -0.7883 -0.0371 -1.2102 -0.12 -0.56 0.62
H -0.3517 -2.2287 4.0522 -0.19 -0.26 -0.42
H 0.0042 -1.4343 1.1985 0.22 0.24 0.36
H -2.9540 -0.0808 -1.1913 0.19 0.04 0.10
C -0.5646 -2.5091 2.9890 0.50 0.73 2.32
C -2.0601 0.5014 -0.9664 0.28 -1.15 -0.71
C -0.9832 2.5597 -0.4083 -1.61 0.87 -0.15
H 3.3968 0.7628 -2.0977 -0.47 0.25 0.14
H -1.5893 -2.8989 3.0747 0.42 -0.20 -0.70
H -1.0607 3.6494 -0.3667 0.03 -0.21 0.47
H -3.1448 2.2998 -0.6048 0.09 0.19 0.17
H -1.4068 -0.8341 1.9386 0.59 0.44 0.46
C 0.2529 1.9858 -0.4552 1.25 0.23 -0.74
C -0.3997 -1.2133 2.1975 -0.70 -0.68 -1.27
C 1.6584 -0.1017 -0.9732 0.64 0.60 0.17
H 0.2137 -3.2525 2.8104 -0.42 -0.23 -0.45
```
Positions in Å, forces in eV/Å.

Atom charges from the Löwdin analysis, given in e for atoms 1 to 5: number 1, H, carries 0.07; number 2, H, carries 0.08; number 3, C, carries -0.20; number 4, H, carries 0.04; number 5, H, carries 0.05

Entry 2:
Formula: C10H16
Source: OMol25
Level of theory: ωB97M-V/def2-TZVPD

Calculated values
SMILES = Cc1ccccc1.CCC
HOMO-LUMO gap = 10.0 eV
Energy relative to the best compared isomer or geometry (same formula, charge and spin) = 1.471 eV
DFT total energy = -10628.2723 eV
LUMO energy = 1.04 eV
Highest occupied orbital energy = -8.91 eV
Total charge = 0

Structure (XYZ):
```
26
Properties=species:S:1:pos:R:3:forces:R:3
C 2.1397 -1.0796 -0.3524 -1.18 0.28 -0.49
C 0.6192 -0.2870 1.3182 0.21 -0.08 -1.49
C -2.1751 0.6554 -0.1067 -0.93 0.03 -2.50
H 1.9747 1.6188 -0.9838 -0.15 0.02 -0.27
H -2.0123 -0.2770 0.4208 -0.47 0.47 1.17
C 2.0534 1.4001 0.0746 1.16 -1.34 -0.36
H -0.7604 -0.5290 -1.2848 -0.01 1.26 -0.38
H -3.2626 0.8663 -0.3344 0.86 -0.68 0.64
C 1.5611 0.0109 0.3463 0.18 -0.50 0.07
H 1.8389 -3.1527 -0.9686 0.40 0.60 -0.09
H 1.5634 2.1993 0.6069 0.27 0.06 0.54
H -0.5779 1.9112 0.7000 -0.77 0.38 -0.46
H -2.2638 -0.3793 -2.0491 -0.23 0.32 0.05
C 1.4944 -2.2943 -0.3830 -0.78 -1.76 0.46
H 2.9910 -0.9791 -1.0033 0.22 0.45 -0.12
H -2.2283 2.2996 1.2275 -0.12 0.76 -0.09
H -1.2882 1.0765 -2.1047 0.49 0.12 -0.14
C 0.0722 -1.5571 1.2972 -2.37 -1.92 2.37
C -1.5586 0.2380 -1.4790 -0.12 -1.52 0.63
C -1.6382 2.0044 0.3696 0.96 -1.61 -0.03
H 3.1278 1.2136 0.2507 -0.12 1.32 0.21
H -1.7166 2.5814 -0.5646 0.04 0.68 0.93
H -0.6736 -1.7955 2.1066 0.62 0.39 -0.83
C 0.3683 -2.6102 0.4339 2.80 2.69 -0.20
H 0.2402 0.5070 1.9436 -0.09 -0.22 0.23
H 0.1114 -3.6416 0.5185 -0.87 -0.23 0.12
```
Positions in Å, forces in eV/Å.

Atom charges from the Löwdin analysis, given in e for atoms 1 to 5: number 1, C, carries -0.06; number 2, C, carries -0.08; number 3, C, carries -0.31; number 4, H, carries 0.08; number 5, H, carries 0.07

Entry 3:
Formula: C10H16
Source: OMol25
Level of theory: ωB97M-V/def2-TZVPD

Calculated values
SMILES = Cc1ccccc1.CCC
HOMO-LUMO gap = 9.9 eV
Energy relative to the best compared isomer or geometry (same formula, charge and spin) = 0.573 eV
DFT total energy = -10629.1710 eV
LUMO energy = 1.02 eV
Highest occupied orbital energy = -8.92 eV
Total charge = 0

Structure (XYZ):
```
26
Properties=species:S:1:pos:R:3:forces:R:3
C 2.3363 0.4493 0.2592 0.12 0.83 0.61
C -2.1798 1.1189 1.1635 0.91 -0.19 -0.46
C -1.3875 -0.7082 2.5735 -0.05 0.37 -0.19
H -1.7725 1.2529 3.2667 0.25 0.27 -0.02
C -1.9627 -1.0850 0.2797 0.16 -0.48 -0.06
H 1.5265 0.0391 -2.6573 -0.06 0.32 0.33
C -1.9728 0.8022 -1.3431 -1.01 -0.42 -0.37
C 2.5253 -0.6051 -0.8130 -0.10 -0.09 0.61
C -2.1407 0.2793 0.0584 0.51 -0.37 -0.08
H -0.9289 -0.9789 3.5220 -0.29 -0.27 -0.19
H 1.7306 -1.3399 -0.6513 -0.04 -0.02 -0.39
C 2.5256 -0.0451 -2.2201 -0.08 -0.57 -0.81
H -2.8161 0.5455 -1.9967 -0.21 0.33 0.22
H -1.8226 1.8761 -1.3314 0.05 0.09 -0.21
H -1.2488 -2.6253 1.5922 -0.26 0.11 0.02
H 3.4444 -1.1586 -0.6078 0.13 0.12 -0.10
H 3.1411 1.1953 0.3072 0.15 -0.28 -0.27
H -2.0388 -1.7828 -0.5501 0.14 0.15 -0.07
H 1.4406 1.0657 0.1058 -0.10 -0.40 0.02
H 3.0304 -0.7176 -2.9146 0.16 -0.14 0.05
C -1.7573 0.6178 2.3929 -0.70 0.17 0.48
H -1.1570 0.2915 -1.8534 0.40 0.23 0.30
H -2.3027 2.1788 0.9595 -0.14 -0.02 0.44
H 3.0433 0.9051 -2.3146 -0.04 0.21 0.21
C -1.5555 -1.5851 1.5063 0.32 0.03 0.19
H 2.2997 0.0139 1.2668 -0.20 0.01 -0.25
```
Positions in Å, forces in eV/Å.

Atom charges from the Löwdin analysis, given in e for atoms 1 to 5: number 1, C, carries -0.14; number 2, C, carries -0.05; number 3, C, carries -0.10; number 4, H, carries 0.10; number 5, C, carries -0.07

Entry 4:
Formula: C10H16
Source: OMol25
Level of theory: ωB97M-V/def2-TZVPD

Calculated values
SMILES = CCc1ccccc1.CC
HOMO-LUMO gap = 9.7 eV
Energy relative to the best compared isomer or geometry (same formula, charge and spin) = 3.102 eV
DFT total energy = -10626.6416 eV
LUMO energy = 0.97 eV
Highest occupied orbital energy = -8.70 eV
Total charge = 0

Structure (XYZ):
```
26
Properties=species:S:1:pos:R:3:forces:R:3
H 2.6101 2.2725 -0.4480 -0.85 -0.55 0.14
H 2.4834 -0.9030 2.8414 -0.35 -1.00 -0.76
C -0.7115 2.3061 -1.0127 -3.72 -0.43 0.96
C 1.5518 1.9441 -0.4691 -1.32 -1.70 -0.08
H 1.9765 -0.0420 0.0571 -0.05 -0.26 -0.10
C -3.0404 -0.0521 -2.0522 -3.43 2.60 0.70
H 3.4862 -2.1460 2.2157 2.54 -0.87 0.41
H -1.5811 3.0084 -1.2653 1.40 -1.03 0.06
C -2.5928 0.6629 -0.7022 0.36 -4.65 1.25
H -3.2239 1.4936 -0.3588 0.09 -0.60 -0.11
H -3.8685 0.7056 -2.4587 2.17 -1.44 -0.15
H 0.9852 -2.6755 0.9088 1.43 -1.52 2.90
H -3.7475 -0.9262 -1.8563 1.69 0.68 -0.25
C 1.5492 -2.8438 2.0006 -0.77 -0.18 -1.44
C 1.1446 0.5745 -0.2349 2.28 1.03 0.69
C -1.1392 0.9674 -0.6096 1.68 2.15 -1.05
H -2.1608 -0.1916 -2.6723 -0.46 -0.31 -0.39
H 0.7780 -2.8839 2.7850 0.12 0.64 -0.34
H 2.6364 -1.1986 1.1206 0.11 0.27 -0.63
C 2.5762 -1.7082 2.0485 -1.72 1.51 1.55
H 0.8791 3.8317 -1.2816 -1.11 -1.36 1.28
H -0.5151 -0.9374 0.2485 1.24 1.28 -1.00
H 2.1440 -3.7921 2.2505 -1.18 0.87 -1.43
C -0.1362 0.0408 -0.2137 -2.04 1.33 0.19
C 0.5296 2.8318 -0.8202 2.54 0.83 -1.88
H -2.6133 -0.3389 -0.0208 -0.66 2.72 -0.52
```
Positions in Å, forces in eV/Å.

Atom charges from the Löwdin analysis, given in e for atoms 1 to 5: number 1, H, carries 0.11; number 2, H, carries 0.10; number 3, C, carries -0.07; number 4, C, carries -0.08; number 5, H, carries 0.05

Repeat the fourth record exactly.
Formula: C10H16
Source: OMol25
Level of theory: ωB97M-V/def2-TZVPD

Calculated values
SMILES = CCc1ccccc1.CC
HOMO-LUMO gap = 9.7 eV
Energy relative to the best compared isomer or geometry (same formula, charge and spin) = 3.102 eV
DFT total energy = -10626.6416 eV
LUMO energy = 0.97 eV
Highest occupied orbital energy = -8.70 eV
Total charge = 0

Structure (XYZ):
```
26
Properties=species:S:1:pos:R:3:forces:R:3
H 2.6101 2.2725 -0.4480 -0.85 -0.55 0.14
H 2.4834 -0.9030 2.8414 -0.35 -1.00 -0.76
C -0.7115 2.3061 -1.0127 -3.72 -0.43 0.96
C 1.5518 1.9441 -0.4691 -1.32 -1.70 -0.08
H 1.9765 -0.0420 0.0571 -0.05 -0.26 -0.10
C -3.0404 -0.0521 -2.0522 -3.43 2.60 0.70
H 3.4862 -2.1460 2.2157 2.54 -0.87 0.41
H -1.5811 3.0084 -1.2653 1.40 -1.03 0.06
C -2.5928 0.6629 -0.7022 0.36 -4.65 1.25
H -3.2239 1.4936 -0.3588 0.09 -0.60 -0.11
H -3.8685 0.7056 -2.4587 2.17 -1.44 -0.15
H 0.9852 -2.6755 0.9088 1.43 -1.52 2.90
H -3.7475 -0.9262 -1.8563 1.69 0.68 -0.25
C 1.5492 -2.8438 2.0006 -0.77 -0.18 -1.44
C 1.1446 0.5745 -0.2349 2.28 1.03 0.69
C -1.1392 0.9674 -0.6096 1.68 2.15 -1.05
H -2.1608 -0.1916 -2.6723 -0.46 -0.31 -0.39
H 0.7780 -2.8839 2.7850 0.12 0.64 -0.34
H 2.6364 -1.1986 1.1206 0.11 0.27 -0.63
C 2.5762 -1.7082 2.0485 -1.72 1.51 1.55
H 0.8791 3.8317 -1.2816 -1.11 -1.36 1.28
H -0.5151 -0.9374 0.2485 1.24 1.28 -1.00
H 2.1440 -3.7921 2.2505 -1.18 0.87 -1.43
C -0.1362 0.0408 -0.2137 -2.04 1.33 0.19
C 0.5296 2.8318 -0.8202 2.54 0.83 -1.88
H -2.6133 -0.3389 -0.0208 -0.66 2.72 -0.52
```
Positions in Å, forces in eV/Å.

Atom charges from the Löwdin analysis, given in e for atoms 1 to 5: number 1, H, carries 0.11; number 2, H, carries 0.10; number 3, C, carries -0.07; number 4, C, carries -0.08; number 5, H, carries 0.05